[1]
ORCA calculation (the ωB97M-V functional and the def2-TZVPD basis) on C18H17BrN6O9Tc as an isolated structure at a distorted geometry.

Its spin multiplicity is 2. The highest occupied orbital energy (alpha / beta) comes out at -0.5556 / -0.5557 Eh. Its gap between HOMO and LUMO (alpha / beta) is 6.3424 / 6.8933 eV. As for the net charge: +2. For the energy, the calculation gives -118538.2205 eV. The LUMO energy (alpha / beta) is -8.78 / -8.23 eV.

Cartesian coordinates (Å):
1 Tc -0.45 0.64 0.07
2 O 0.11 -5.94 2.77
3 C 0.02 -4.66 2.38
4 O 0.77 -3.83 2.79
5 C -1.07 -4.28 1.44
6 C -2.34 -4.76 1.22
7 N -2.93 -3.89 0.38
8 N -2.13 -2.86 0.03
9 C -1.00 -3.11 0.67
10 C 0.18 -2.24 0.50
11 O 1.23 -2.55 0.05
12 O -0.05 -0.94 0.94
13 H -0.49 -6.51 2.28
14 H -2.88 -5.60 1.61
15 H -3.86 -3.93 0.01
16 C 3.18 -0.11 -0.35
17 C 2.49 1.07 -0.93
18 N 1.23 1.43 -0.78
19 C 0.99 2.57 -1.52
20 C 2.15 2.93 -2.14
21 N 3.07 1.99 -1.74
22 C 2.39 3.99 -3.17
23 O 3.54 4.67 -3.09
24 O 1.59 4.17 -4.03
25 C -0.39 3.07 -1.49
26 O -0.83 4.07 -1.95
27 O -1.19 2.15 -0.81
28 H 2.46 -0.79 0.09
29 H 3.90 0.20 0.40
30 H 3.71 -0.65 -1.13
31 H 4.02 1.92 -2.08
32 H 3.98 4.58 -2.23
33 C -1.43 -1.84 -3.36
34 C -1.53 -0.66 -2.47
35 N -2.53 0.19 -2.60
36 O -0.63 -0.47 -1.60
37 H -2.37 -2.40 -3.34
38 H -0.61 -2.48 -3.04
39 H -1.25 -1.51 -4.39
40 H -3.22 0.05 -3.32
41 H -2.58 1.03 -2.04
42 Br -2.83 0.70 1.68
43 C -1.46 1.63 2.58
44 C -1.61 2.18 3.83
45 C -0.51 2.83 4.37
46 C 0.68 2.89 3.66
47 C 0.74 2.31 2.41
48 N -0.32 1.68 1.88
49 H -2.56 2.11 4.35
50 H -0.58 3.27 5.35
51 H 1.55 3.38 4.07
52 H 1.64 2.32 1.81


[2]
ORCA calculation (the ωB97M-V functional and the def2-TZVPD basis) on C18H17ClIrN2O5S as an isolated structure at a distorted geometry.

Its spin multiplicity is 2. The highest occupied orbital energy (alpha / beta) comes out at -0.5631 / -0.5627 Eh. Its gap between HOMO and LUMO (alpha / beta) is 7.5263 / 5.5030 eV. The energy above the lowest of the compared OMol25 structures with the same formula, charge and spin is 219.5 kJ/mol. As for the net charge: +2. For the energy, the calculation gives -58338.8919 eV. The LUMO energy (alpha / beta) is -7.80 / -9.81 eV.

Cartesian coordinates (Å):
1 Ir -0.38 -0.14 0.29
2 N 0.32 0.05 2.25
3 C 0.14 1.32 2.66
4 C 0.02 1.77 3.99
5 C 0.01 3.14 4.25
6 C 0.08 4.07 3.22
7 C 0.10 3.66 1.86
8 C 0.06 4.52 0.74
9 C 0.03 3.98 -0.52
10 C 0.00 2.59 -0.69
11 N 0.03 1.77 0.35
12 C 0.11 2.29 1.60
13 H 0.11 -0.66 2.95
14 H 1.68 -0.09 1.76
15 H -0.01 1.05 4.80
16 H -0.03 3.48 5.27
17 H 0.09 5.13 3.45
18 H 0.05 5.60 0.89
19 H 0.01 4.61 -1.40
20 H -0.07 2.13 -1.67
21 Cl 3.91 1.59 -1.10
22 C 3.80 -0.13 -0.67
23 C 2.56 -0.23 0.16
24 O 2.62 -0.14 1.42
25 O 1.47 -0.39 -0.45
26 H 4.69 -0.41 -0.09
27 H 3.72 -0.72 -1.57
28 C 0.96 -5.07 -2.81
29 C 0.05 -4.07 -2.17
30 C -0.85 -3.32 -2.96
31 C -1.70 -2.40 -2.40
32 C -1.69 -2.22 -1.01
33 C -0.82 -2.96 -0.20
34 C 0.05 -3.87 -0.80
35 S -2.73 -1.01 -0.27
36 O -2.13 -0.95 1.14
37 O -4.12 -1.13 -0.42
38 O -2.09 0.28 -0.85
39 H 1.09 -4.86 -3.87
40 H 0.54 -6.07 -2.72
41 H 1.93 -5.08 -2.33
42 H -0.86 -3.48 -4.03
43 H -2.37 -1.81 -3.02
44 H -0.89 -2.91 0.87
45 H 0.71 -4.46 -0.17


[3]
ORCA calculation (the ωB97M-V functional and the def2-TZVPD basis) on C18H17ClN2O4S as an isolated structure at a distorted geometry.

The highest occupied orbital energy comes out at -0.2798 Eh. Its gap between HOMO and LUMO is 7.0166 eV. The energy above the lowest of the compared OMol25 structures with the same formula, charge and spin is 1366.3 kJ/mol. For the energy, the calculation gives -53455.2134 eV. The LUMO energy is -0.60 eV.

Cartesian coordinates (Å):
1 C -0.28 -3.80 -0.75
2 H -0.13 -4.49 0.02
3 H -0.67 -4.21 -1.69
4 H 0.73 -3.56 -1.16
5 O -0.94 -2.77 -0.65
6 C -2.33 -2.70 -0.12
7 C -3.13 -3.90 0.09
8 C -4.41 -3.69 0.13
9 C -5.05 -2.46 0.38
10 C -4.22 -1.38 0.38
11 C -2.96 -1.17 0.10
12 C -2.26 -0.04 -0.10
13 N -0.85 -0.16 -0.22
14 C -0.62 1.45 -0.10
15 C -1.87 2.00 -0.16
16 N -2.31 3.27 0.01
17 C -1.21 4.18 -0.11
18 H -0.84 4.49 0.90
19 H -0.34 4.17 -0.90
20 H -1.75 5.30 -0.41
21 C -3.60 3.68 0.25
22 H -3.66 4.09 1.54
23 H -4.25 2.96 0.28
24 H -3.97 4.57 -0.10
25 O -2.82 1.23 -0.18
26 S 1.08 2.06 -0.18
27 O 1.21 2.50 -1.45
28 O 1.19 3.05 0.95
29 C 2.15 0.69 0.07
30 C 3.54 1.16 0.25
31 C 4.58 0.42 0.22
32 C 4.28 -1.07 0.03
33 C 3.06 -1.48 -0.04
34 C 1.95 -0.75 -0.18
35 H 0.93 -1.04 -0.31
36 H 2.90 -2.38 -0.10
37 Cl 5.65 -2.16 0.11
38 H 5.57 0.68 0.71
39 H 3.64 2.31 0.29
40 H -4.83 -0.24 0.67
41 H -5.97 -2.52 0.89
42 H -5.10 -4.55 0.56
43 H -2.69 -4.78 -0.22